[1]
The following is a quantum chemistry calculation of the ion C20H36ClIO5PS with charge -1, from the Open Molecules 2025 dataset.

Each line ends with the natural charge from an NBO analysis.
Atoms and positions in Å:
I: 1.364 2.433 -3.460  -0.0067
Cl: 2.756 -2.434 -7.201  -0.2622
S: 2.187 -1.070 -5.755  2.0945
P: -0.171 -0.648 0.029  1.2666
O: 3.363 -0.646 -5.066  -0.9087
O: -2.182 -2.342 -1.178  -0.3172
O: 1.992 -0.942 4.557  -0.5490
O: 1.502 0.014 -6.380  -0.9061
O: -3.354 -3.117 -0.888  -0.4873
C: 2.413 0.399 4.568  -0.2463
C: 0.611 -1.107 4.231  -0.0622
C: 1.718 -2.361 -3.334  -0.4093
C: -1.767 2.567 1.514  0.0631
C: 1.043 -1.907 -4.624  -0.6361
C: -3.925 2.722 2.556  -0.2405
C: -2.164 1.530 0.668  -0.0055
C: -3.491 1.162 0.816  -0.2062
C: 0.720 -2.409 -2.131  -0.3989
C: -0.377 3.156 1.456  -0.6424
C: 2.629 1.815 -1.783  -0.4480
C: -2.624 3.128 2.430  -0.2357
C: 0.434 -1.492 2.733  -0.4366
C: -1.359 0.840 -0.408  -0.7820
C: 0.151 -1.006 -1.859  -0.7519
C: -0.413 -0.448 1.964  -0.7314
C: 1.735 1.740 -0.503  -0.4460
C: -1.711 -1.821 0.081  -0.4104
C: 1.499 0.340 0.077  -0.7505
C: -4.354 1.717 1.719  -0.2287
H: 0.657 -2.799 -5.125  0.2450
H: -0.997 1.507 -1.201  0.2268
H: 0.639 -1.821 0.367  -0.1879
H: 3.174 0.533 5.348  0.1696
H: 2.559 -1.732 -3.040  0.2248
H: -0.295 3.952 2.206  0.1960
H: -3.874 0.380 0.164  0.1978
H: -5.377 1.353 1.751  0.1978
H: 0.221 -1.203 -4.489  0.2787
H: 0.914 2.424 -0.675  0.2184
H: 2.231 -0.329 -0.403  0.1950
H: 0.911 -0.315 -2.253  0.1911
H: 1.842 0.332 1.122  0.1996
H: -1.429 -2.701 0.687  0.1632
H: -0.221 3.662 0.500  0.2118
H: -4.636 3.161 3.248  0.1986
H: 2.080 -3.386 -3.474  0.1978
H: 0.270 -1.956 4.834  0.1697
H: -2.145 0.316 -0.974  0.2117
H: 1.453 -1.549 2.334  0.2119
H: 1.607 1.107 4.798  0.1655
H: 0.431 2.457 1.670  0.2216
H: 2.361 2.295 0.218  0.1931
H: 2.889 0.705 3.624  0.1667
H: -0.726 -0.767 -2.475  0.2062
H: 0.008 -2.495 2.639  0.1973
H: -2.594 -1.420 0.595  0.1665
H: 3.040 0.846 -2.059  0.2170
H: -2.277 3.937 3.067  0.1916
H: 0.012 -0.221 4.459  0.1645
H: 1.303 -2.816 -1.305  0.2197
H: -1.439 -0.660 2.286  0.2021
H: -4.031 -2.671 -1.415  0.4487
H: -0.096 -3.057 -2.467  0.2046
H: -0.065 0.520 2.334  0.1908
H: 3.373 2.602 -1.721  0.2086

Calculated values
energy relative to the best compared isomer or geometry (same formula, charge and spin)	0.0	kcal per mole
E_HOMO	-4.336	eV
E_tot	-2657.0791	Ha
charge	-1
maximum force	2.28	eV/A

=====

[2]
The following is a quantum chemistry calculation of a structure of composition C20H36ClN4O4P2V, from the Open Molecules 2025 dataset.

Each line ends with the natural charge from an NBO analysis.
Atoms and positions in Å:
V: -0.386 -0.068 -1.971  0.8809
Cl: 1.332 -0.438 -3.949  2.4809
P: 0.689 -1.599 -0.369  0.8842
P: -0.554 1.366 -0.060  0.8647
O: 0.865 0.455 -4.967  -0.7717
O: 1.557 0.332 -2.651  -0.8257
O: 0.222 -1.381 -3.549  -0.8481
O: 2.495 -1.145 -4.323  -0.7162
N: -2.368 -1.032 -2.049  -0.8448
N: -1.504 1.271 -3.326  -0.8679
N: 0.368 1.205 2.512  -0.4010
N: 1.855 -1.122 2.059  -0.3865
C: 2.313 -2.288 -0.804  -0.9469
C: 1.233 1.329 4.747  -0.2036
C: 1.166 0.690 3.482  0.1869
C: -3.358 -0.176 -2.761  -0.2276
C: -0.264 -3.050 0.295  -0.3087
C: 1.050 -0.630 1.152  -0.0268
C: -2.193 1.682 0.683  -0.9459
C: 0.230 3.059 -0.140  -0.3050
C: -1.419 -2.502 1.142  -0.6068
C: -0.772 -3.854 -0.914  -0.6051
C: 2.074 0.841 5.698  -0.1807
C: -0.136 3.985 1.021  -0.6225
C: 2.885 -0.302 5.440  -0.1800
C: 0.579 -3.981 1.170  -0.6211
C: -2.647 0.516 -3.902  -0.2288
C: 1.953 -0.452 3.235  0.0885
C: -0.242 3.702 -1.450  -0.6117
C: 2.829 -0.938 4.239  -0.1826
C: 0.343 0.587 1.360  -0.1156
C: 1.748 2.873 -0.196  -0.6189
H: -2.176 -3.277 1.278  0.2270
H: -2.737 2.443 0.120  0.2394
H: -3.330 1.163 -4.451  0.2208
H: -1.335 3.738 -1.528  0.1930
H: -0.868 1.570 -4.065  0.4195
H: -0.080 -4.737 1.606  0.2227
H: 2.929 -1.525 -1.276  0.2638
H: -1.898 -1.624 0.703  0.1868
H: -2.240 -0.214 -4.603  0.2171
H: 2.058 2.183 -0.985  0.2216
H: 3.427 -1.812 4.020  0.2347
H: 0.171 3.197 -2.326  0.2115
H: -2.783 0.765 0.680  0.2304
H: -4.205 -0.760 -3.119  0.2184
H: 0.615 2.200 4.916  0.2319
H: 0.380 4.938 0.872  0.2209
H: -1.206 4.201 1.053  0.2088
H: 0.104 4.738 -1.487  0.2370
H: 2.135 1.325 6.663  0.2306
H: 3.549 -0.666 6.212  0.2310
H: -1.571 -4.527 -0.596  0.2268
H: 2.192 -3.115 -1.505  0.2520
H: 0.159 3.580 1.986  0.2392
H: -2.075 2.027 1.710  0.2640
H: 1.078 -3.454 1.982  0.2345
H: 1.336 -4.506 0.588  0.2170
H: -2.158 -1.818 -2.665  0.3741
H: -1.160 -3.240 -1.728  0.1839
H: 2.806 -2.642 0.101  0.2614
H: -1.849 2.116 -2.880  0.3916
H: -3.735 0.560 -2.048  0.2045
H: -2.789 -1.447 -1.224  0.3969
H: -1.071 -2.200 2.132  0.2274
H: 0.021 -4.467 -1.343  0.2289
H: 2.217 3.839 -0.403  0.2274
H: 2.146 2.513 0.754  0.2182

Calculated values
E_HOMO (alpha / beta)	-10.570 / -9.968	eV
E_tot	-3390.1947	Ha
charge	+1
expectation value of S²	0.756
maximum force	1.03	eV/A
spin multiplicity	2

=====

[3]
The following is a quantum chemistry calculation of a cluster of 5 separate species, C20H36ClN6O2 in total, from the Open Molecules 2025 dataset.

Each line ends with the natural charge from an NBO analysis.
Atoms and positions in Å:
Cl: 0.135 -0.874 1.197  -0.9412
O: 1.599 -0.485 -3.209  -0.8469
O: 0.527 -1.860 -4.627  -0.7406
N: 4.138 1.834 -0.174  -0.2769
N: -0.369 2.998 -0.207  -0.2743
N: -2.854 -4.193 0.824  -0.2865
N: -0.711 3.798 1.760  -0.3024
N: -3.300 -2.450 -0.398  -0.2787
N: 3.578 0.675 1.586  -0.2671
C: 3.521 -0.389 2.575  -0.4309
C: -2.180 -4.973 1.864  -0.2086
C: 4.854 1.043 -2.387  -0.6590
C: 4.661 2.262 -1.506  -0.1993
C: -1.580 2.116 -2.159  -0.6339
C: -0.288 2.039 -1.337  -0.2400
C: -0.643 4.854 0.894  -0.0434
C: -0.443 4.356 -0.357  -0.0575
C: 3.270 2.610 0.572  -0.0549
C: -1.136 3.909 3.142  -0.4154
C: 4.330 0.689 0.473  0.2625
C: -3.850 -3.523 -1.016  -0.0353
C: 2.978 1.915 1.678  -0.0363
C: -3.154 -5.925 2.552  -0.6335
C: -2.797 -2.846 0.762  0.2630
C: -0.511 2.655 1.073  0.2343
C: -3.417 -1.069 -0.860  -0.4156
C: -3.588 -4.624 -0.254  -0.0492
C: -0.406 -1.510 -2.480  -0.7455
C: 0.653 -1.272 -3.536  0.7489
H: -4.421 -0.712 -0.626  0.2141
H: -0.099 -1.464 -1.441  0.2296
H: 4.021 0.334 -2.343  0.2774
H: 0.587 2.340 -1.906  0.2294
H: -3.863 -5.662 -0.315  0.2491
H: 2.372 2.161 2.533  0.2376
H: -1.377 -5.547 1.409  0.2312
H: -2.138 4.320 3.229  0.2316
H: -1.794 -4.269 2.594  0.2292
H: -0.577 4.782 -1.335  0.2574
H: -1.116 2.930 3.618  0.2385
H: -4.119 -5.516 2.847  0.2251
H: -2.775 -0.465 -0.218  0.2403
H: -0.677 1.627 1.369  0.2963
H: 2.578 -0.887 2.384  0.2787
H: -0.420 4.524 3.687  0.2264
H: 3.005 3.611 0.282  0.2394
H: 3.658 -0.127 3.617  0.2310
H: -0.147 1.017 -0.987  0.2919
H: -2.415 1.587 -1.681  0.2066
H: -2.297 -2.208 1.476  0.2746
H: -2.634 -6.413 3.377  0.2386
H: 4.886 1.411 -3.412  0.2510
H: -0.940 5.816 1.278  0.2452
H: 5.690 0.389 -2.134  0.2133
H: -1.075 -0.674 -2.750  0.1714
H: -4.393 -3.479 -1.944  0.2519
H: -1.880 3.129 -2.412  0.2069
H: 3.933 2.921 -1.968  0.2243
H: -3.153 -0.978 -1.906  0.2539
H: 4.261 -1.115 2.237  0.2223
H: 4.746 -0.204 0.038  0.2546
H: -1.576 1.467 -3.039  0.2656
H: -1.015 -2.400 -2.664  0.1937
H: -3.448 -6.781 1.935  0.2168
H: 5.592 2.778 -1.276  0.2191

Calculated values
energy relative to the best compared isomer or geometry (same formula, charge and spin)	24.8	kcal per mole
E_HOMO	-8.270	eV
E_tot	-1722.6179	Ha
charge	+1
maximum force	2.09	eV/A